Entry 1:
Computed, not measured: a molecular structure, C4H8N2O at a distorted geometry, with wB97M-V/def2-TZVPD.

Summary:
E_LUMO: 0.90 eV
Orbital gap: 10.171 eV
Charge: 0
Energy above the lowest of the compared OMol25 structures with the same formula, charge and spin: 78.1 kcal per mole

Last column: Löwdin charge in e.
Geometry (Å):
N1 1.6671 -1.1909 -1.0279  0.116
C1 1.7320 -0.0836 -0.2620  -0.562
O1 2.5058 0.8572 -0.2666  0.053
C2 0.5383 -0.2229 0.6997  -0.156
N2 -0.3782 0.8167 0.4887  -0.135
C3 -1.7639 0.7260 0.8389  -0.127
C4 -1.3277 0.8121 -0.5898  -0.118
H1 2.4201 -1.3061 -1.7130  0.121
H2 0.8479 -1.7682 -0.5641  0.101
H3 0.0295 -1.4393 0.4509  0.159
H4 0.8545 -0.2459 1.7464  0.128
H5 -2.1403 -0.2317 1.1991  0.105
H6 -2.1680 1.6067 1.3328  0.104
H7 -1.4001 -0.0850 -1.2077  0.106
H8 -1.4169 1.7550 -1.1252  0.106

Forces on atoms 1 to 6 (eV/Å):
N -0.371 -0.282 0.387
C -0.528 0.074 0.758
O -0.384 -0.789 -0.301
C -1.078 -2.021 0.092
N 0.121 0.564 0.195
C -0.216 -0.024 0.143


Entry 2:
Computed, not measured: a molecular structure, C12H11FO2Sn at a distorted geometry, with wB97M-V/def2-TZVPD.

Summary:
E_LUMO: -11.31 eV
Orbital gap: 3.145 eV
Charge: +2
Energy above the lowest of the compared OMol25 structures with the same formula, charge and spin: 2.2 kcal per mole

Last column: Löwdin charge in e.
Geometry (Å):
Sn1 -28.3075 -5.9097 8.9419  1.670
F1 -25.4696 -5.9596 8.8508  -0.128
C1 -24.2316 -6.1304 9.4650  -0.267
C2 -23.0905 -6.0694 8.7004  -0.004
C3 -21.8641 -6.3269 9.3056  -0.037
C4 -21.8071 -6.3497 10.6927  -0.058
C5 -22.9456 -6.2554 11.4895  -0.050
C6 -24.1705 -6.2126 10.8417  -0.046
H1 -23.2031 -6.0939 7.6213  0.127
H2 -20.9818 -6.5143 8.7121  0.123
H3 -20.8462 -6.2330 11.1809  0.120
H4 -22.8915 -6.0658 12.5510  0.120
H5 -25.1155 -6.0862 11.3676  0.109
C7 -25.3826 -10.0451 11.4712  0.026
C8 -26.3593 -9.2797 10.8763  -0.008
C9 -26.6514 -9.4541 9.5234  -0.289
C10 -26.0907 -10.5027 8.7942  0.020
C11 -25.2059 -11.3532 9.4050  0.047
C12 -24.8967 -11.1559 10.7572  -0.270
O1 -24.2421 -12.1353 11.3830  0.141
O2 -27.5338 -8.5758 8.9163  -0.149
H6 -25.0631 -9.7863 12.4714  0.135
H7 -26.9365 -8.5856 11.4765  0.123
H8 -26.4378 -10.7094 7.7882  0.137
H9 -24.8233 -12.2222 8.8889  0.145
H10 -24.1471 -11.9308 12.3229  0.139
H11 -28.1167 -9.0211 8.2855  0.124

Forces on atoms 1 to 6 (eV/Å):
Sn 1.532 -1.280 0.085
F -1.082 -0.026 -0.137
C 1.461 0.405 1.036
C -0.465 -1.469 -1.085
C -0.609 0.120 0.385
C 0.502 0.679 0.649